1.
Entry from the Open Molecules 2025 dataset: a structure of composition C19H33Cl2N2O2P2Pt in a non-equilibrium geometry (ωB97M-V/def2-TZVPD).

Structure (XYZ):
```
61
Properties=species:S:1:pos:R:3
Pt 0.857 0.074 -2.096
Cl 2.421 0.186 -0.386
Cl 1.603 -0.613 -4.731
P 0.498 2.321 -2.000
P 0.733 -2.299 -1.831
O -1.068 -0.089 0.187
O -1.552 -0.906 -2.963
N -0.843 0.034 2.508
N -1.666 0.223 3.553
C 2.316 -2.964 -1.224
C -4.064 0.569 4.056
C 3.281 -0.471 3.154
C 1.088 -1.433 2.789
C -2.936 0.276 1.746
C -0.531 -2.908 -0.670
C 2.046 3.199 -1.619
C 0.568 -0.140 2.663
C 2.748 0.817 3.016
C -1.033 0.147 -5.020
C 2.450 -1.596 3.040
C -2.939 0.365 3.117
C -0.735 2.898 -0.795
C -0.719 -0.263 -3.595
C 0.384 -3.278 -3.337
C -1.213 0.224 4.933
C -0.037 3.013 -3.595
C 1.390 0.986 2.767
C -1.582 0.055 1.316
H 3.395 1.694 3.078
H 1.015 -2.891 -4.148
H 0.622 2.643 -4.389
H 0.406 -2.280 2.706
H -0.487 1.014 -5.397
H -0.339 2.754 0.218
H -0.671 -3.155 -3.609
H 0.027 4.108 -3.538
H 2.437 -2.699 -0.167
H 2.256 3.107 -0.548
H -0.264 -2.601 0.349
H -0.781 -0.717 -5.647
H -0.591 -4.006 -0.728
H 1.955 4.256 -1.903
H 0.938 1.971 2.636
H 3.118 -2.503 -1.812
H -3.933 1.471 4.670
H -0.959 3.963 -0.956
H -4.206 -0.290 4.727
H -1.493 -2.462 -0.950
H 2.325 -4.055 -1.358
H -0.128 0.119 4.985
H -4.985 0.691 3.476
H 2.860 -2.600 3.145
H 2.854 2.724 -2.187
H -1.677 -0.604 5.478
H 0.614 -4.334 -3.140
H -1.503 1.165 5.409
H -1.074 2.714 -3.799
H -1.650 2.304 -0.911
H -2.119 0.321 -5.101
H 4.346 -0.601 3.344
H -3.773 0.353 1.086
```

Values from the calculation:
Energy above the lowest of the compared OMol25 structures with the same formula, charge and spin in kJ/mol: 70.8
Highest occupied orbital energy (alpha / beta) in eV: -17.85 / -17.82
Charge: +3
Orbital gap (alpha / beta) in hartree: 0.3147 / 0.1687
Multiplicity: 5
LUMO energy (alpha / beta) in eV: -9.285 / -13.227

Computed natural (NBO) charges, given in elementary charges:
1 Pt 0.565
2 Cl -0.272
3 Cl -0.209
4 P 1.224
5 P 1.225
6 O -0.510
7 O -0.323
8 N -0.173
9 N 0.026
10 C -0.954
11 C -0.680
12 C -0.157
13 C -0.218
14 C -0.222
15 C -0.969
16 C -0.945
17 C 0.032
18 C -0.206
19 C -0.741
20 C -0.182
21 C 0.226
22 C -0.964
23 C 0.462
24 C -0.969
25 C -0.458
26 C -0.967
27 C -0.162
28 C 0.573
29 H 0.254
30 H 0.287
31 H 0.275
32 H 0.233
33 H 0.277
34 H 0.256
35 H 0.261
36 H 0.294
37 H 0.267
38 H 0.271
39 H 0.251
40 H 0.309
41 H 0.290
42 H 0.287
43 H 0.222
44 H 0.280
45 H 0.268
46 H 0.293
47 H 0.272
48 H 0.271
49 H 0.284
50 H 0.271
51 H 0.274
52 H 0.253
53 H 0.281
54 H 0.273
55 H 0.290
56 H 0.271
57 H 0.261
58 H 0.266
59 H 0.274
60 H 0.259
61 H 0.272

---

2.
Entry from the Open Molecules 2025 dataset: a cluster of 2 separate species, C3H7Cl2P in total (ωB97M-V/def2-TZVPD).

Structure (XYZ):
```
13
Properties=species:S:1:pos:R:3
Cl -0.586 -1.419 -1.700
Cl -0.932 -2.012 1.101
P -3.157 0.962 -0.077
C 1.967 -0.538 0.084
C 0.583 0.108 0.250
C -0.516 -0.840 -0.085
H 0.451 0.436 1.281
H -3.666 0.202 0.975
H 2.738 0.169 0.369
H 2.053 -1.419 0.711
H 0.509 0.974 -0.409
H -3.601 0.028 -1.008
H 2.123 -0.833 -0.949
```

Values from the calculation:
Energy above the lowest of the compared OMol25 structures with the same formula, charge and spin in kJ/mol: 197.7
Highest occupied orbital energy (alpha / beta) in eV: -8.24 / -8.68
Orbital gap (alpha / beta) in hartree: 0.2656 / 0.3070
LUMO energy (alpha / beta) in eV: -1.011 / -0.329

Computed natural (NBO) charges, given in elementary charges:
1 Cl 0.028
2 Cl 0.029
3 P 0.102
4 C -0.604
5 C -0.503
6 C -0.059
7 H 0.231
8 H -0.050
9 H 0.217
10 H 0.211
11 H 0.232
12 H -0.048
13 H 0.213

---

3.
Entry from the Open Molecules 2025 dataset: a cluster of 6 separate species, C15H41BrNO10PS5 in total (ωB97M-V/def2-TZVPD).

Structure (XYZ):
```
74
Properties=species:S:1:pos:R:3
Br 4.539 -0.167 1.808
S 5.481 -1.495 5.362
S -6.040 2.260 -1.251
S -2.237 -1.340 -2.026
S -5.832 -2.905 -6.099
S 7.591 3.007 1.139
P 4.107 1.237 0.094
O 5.958 -2.764 4.755
O 3.422 -1.891 -0.850
O -1.779 -0.948 -0.655
O 1.928 1.204 -1.257
O 3.280 -0.616 -2.662
O 0.907 0.805 1.655
O -4.929 -2.836 -4.919
O 3.232 2.368 0.842
O -5.770 0.845 -1.627
O 6.263 2.701 1.739
N 2.757 0.287 -0.562
C 3.687 -1.491 5.219
C 8.702 1.721 1.721
C 5.506 -1.743 7.145
C 0.276 1.492 0.596
C -5.989 -1.224 -6.712
C -7.749 2.319 -0.703
C -5.299 2.503 0.366
C 7.535 2.457 -0.570
C -7.501 -3.033 -5.449
C 0.583 1.003 -0.805
C -0.174 -0.785 3.139
C 3.170 -0.740 -1.488
C -3.817 -2.151 -1.830
C 0.531 -0.557 1.803
C -2.884 0.146 -2.786
H -6.741 -1.192 -7.500
H -0.015 1.607 -1.493
H -3.607 0.595 -2.107
H 9.664 1.816 1.219
H -3.643 -3.097 -1.321
H -2.044 0.814 -2.973
H 1.451 -1.153 1.765
H 3.139 -1.793 0.071
H 0.595 2.532 0.689
H -5.634 1.711 1.035
H 3.283 -0.636 5.761
H -8.375 2.130 -1.572
H -0.819 1.450 0.706
H 6.548 -1.837 7.447
H 5.056 -0.882 7.639
H 0.285 -0.036 -0.959
H 3.437 -1.404 4.164
H -4.234 -2.328 -2.821
H -4.219 2.449 0.241
H -3.366 -0.113 -3.730
H -7.908 1.546 0.048
H -0.694 0.126 3.440
H 0.529 -1.062 3.927
H -7.588 -4.006 -4.970
H 8.528 2.548 -1.010
H -0.909 -1.587 3.050
H 4.966 -2.658 7.384
H 8.828 1.862 2.793
H -4.475 -1.512 -1.241
H -0.110 -0.881 0.979
H -8.217 -2.959 -6.267
H -7.659 -2.241 -4.716
H -6.259 -0.568 -5.885
H 6.835 3.101 -1.098
H -5.021 -0.936 -7.117
H 3.545 2.514 1.746
H -5.578 3.485 0.749
H 3.301 -2.428 5.621
H 8.251 0.748 1.526
H -7.967 3.308 -0.299
H 7.184 1.427 -0.604
```

Values from the calculation:
Highest occupied orbital energy in eV: -8.51
Orbital gap in hartree: 0.3277
LUMO energy in eV: 0.408

Computed Mulliken charges, given in elementary charges:
1 Br -0.072
2 S 0.549
3 S 0.428
4 S 0.389
5 S 0.412
6 S 0.411
7 P -0.085
8 O -0.628
9 O -0.495
10 O -0.612
11 O -0.543
12 O -0.544
13 O -0.298
14 O -0.575
15 O -0.345
16 O -0.518
17 O -0.528
18 N 0.745
19 C -0.596
20 C -0.869
21 C -0.935
22 C -0.593
23 C -0.894
24 C -0.981
25 C -0.800
26 C -0.871
27 C -0.892
28 C -0.381
29 C -1.262
30 C 0.372
31 C -0.628
32 C 0.711
33 C -0.503
34 H 0.386
35 H 0.268
36 H -0.156
37 H 0.377
38 H 0.380
39 H 0.335
40 H 0.041
41 H 0.341
42 H 0.380
43 H 0.311
44 H 0.365
45 H 0.337
46 H 0.430
47 H 0.329
48 H 0.337
49 H 0.344
50 H -0.143
51 H 0.220
52 H 0.152
53 H 0.396
54 H 0.297
55 H 0.335
56 H 0.151
57 H 0.315
58 H 0.389
59 H 0.368
60 H 0.282
61 H 0.317
62 H 0.166
63 H -0.114
64 H 0.376
65 H 0.254
66 H 0.244
67 H 0.335
68 H 0.313
69 H 0.320
70 H 0.395
71 H 0.388
72 H 0.237
73 H 0.386
74 H 0.243

---

4.
Entry from the Open Molecules 2025 dataset: a structure of composition C12H36O6 in a non-equilibrium geometry (ωB97M-V/def2-TZVPD).

Structure (XYZ):
```
54
Properties=species:S:1:pos:R:3
O -1.239 -4.105 -1.081
O -4.299 1.543 -1.275
O 3.038 4.611 -0.248
O 0.571 -1.388 -1.565
O -0.373 -0.104 -0.404
O 1.440 -1.945 4.009
C 1.480 3.361 1.078
C 1.846 3.807 -0.310
C 2.321 -1.292 1.933
C -0.876 1.170 1.432
C 2.642 -1.617 3.370
C -1.206 -0.560 -3.032
C -0.181 -2.817 0.697
C -0.502 -1.775 -2.385
C -2.933 1.459 -0.949
C -0.481 -0.144 0.991
C -2.068 2.409 -1.854
C 0.044 -3.630 -0.527
H 1.516 -1.496 4.854
H 2.301 2.779 1.496
H -1.241 -0.879 1.254
H -0.502 1.323 2.444
H 1.191 4.233 1.665
H 0.651 2.653 1.086
H 3.288 -2.495 3.353
H 0.467 -0.508 1.388
H 0.682 -2.274 1.081
H -1.909 1.457 1.234
H -4.868 0.904 -0.839
H 1.179 -0.799 -2.018
H -0.254 1.796 0.793
H -1.776 0.061 -2.341
H -1.141 -4.842 -1.687
H -2.823 1.750 0.095
H 0.645 -4.512 -0.307
H -0.429 -3.424 1.568
H -0.471 0.115 -3.471
H -1.873 -0.820 -3.854
H 3.098 5.237 -0.974
H 2.024 -0.266 1.714
H 1.856 2.963 -1.000
H -0.987 2.289 -1.780
H -1.173 -2.387 -1.783
H 0.052 -2.257 -3.190
H -2.583 0.427 -0.941
H 1.410 -1.850 1.718
H -2.312 2.374 -2.916
H 0.542 -2.947 -1.215
H 3.193 -0.849 3.914
H -0.859 -1.978 0.539
H 1.074 4.419 -0.776
H -2.308 3.421 -1.529
H -0.012 -0.913 -0.772
H 3.129 -1.685 1.315
```

Values from the calculation:
Energy above the lowest of the compared OMol25 structures with the same formula, charge and spin in kJ/mol: 935.9
Highest occupied orbital energy in eV: -8.94
Orbital gap in hartree: 0.3436
LUMO energy in eV: 0.412

Computed natural (NBO) charges, given in elementary charges:
1 O -0.761
2 O -0.745
3 O -0.735
4 O -0.671
5 O -0.813
6 O -0.719
7 C -0.630
8 C -0.058
9 C -0.594
10 C -0.597
11 C -0.065
12 C -0.637
13 C -0.634
14 C -0.126
15 C -0.050
16 C -0.086
17 C -0.647
18 C -0.116
19 H 0.470
20 H 0.207
21 H 0.142
22 H 0.200
23 H 0.210
24 H 0.216
25 H 0.153
26 H 0.172
27 H 0.200
28 H 0.203
29 H 0.475
30 H 0.505
31 H 0.196
32 H 0.239
33 H 0.475
34 H 0.150
35 H 0.167
36 H 0.217
37 H 0.192
38 H 0.217
39 H 0.470
40 H 0.206
41 H 0.152
42 H 0.223
43 H 0.261
44 H 0.178
45 H 0.175
46 H 0.187
47 H 0.213
48 H 0.212
49 H 0.163
50 H 0.219
51 H 0.155
52 H 0.211
53 H 0.443
54 H 0.207

---

5.
Entry from the Open Molecules 2025 dataset: a cluster of 2 separate species, C4H13N2O in total in a non-equilibrium geometry (ωB97M-V/def2-TZVPD).

Structure (XYZ):
```
20
Properties=species:S:1:pos:R:3
O -3.674 0.196 -0.343
N -1.577 -0.282 1.205
N 0.315 1.350 0.282
C 0.397 0.005 -0.135
C -0.554 -0.823 0.326
C 1.598 -0.482 -0.893
C 2.936 -0.164 -0.321
H 0.646 2.042 -0.379
H 3.343 0.845 -0.442
H 0.969 1.560 1.042
H -3.759 -0.304 -1.157
H -1.964 -0.935 1.891
H 3.723 -0.833 -0.667
H -2.534 -0.053 0.732
H 1.482 -0.121 -1.924
H 2.986 -0.209 0.776
H -0.595 -1.850 -0.001
H -1.125 0.534 1.619
H 1.403 -1.548 -1.080
H -4.015 1.072 -0.531
```

Values from the calculation:
Energy above the lowest of the compared OMol25 structures with the same formula, charge and spin in kJ/mol: 181.8
Highest occupied orbital energy in eV: -13.61
Charge: +1
Orbital gap in hartree: 0.3897
LUMO energy in eV: -3.009

Computed natural (NBO) charges, given in elementary charges:
1 O -0.948
2 N -0.731
3 N -0.901
4 C 0.236
5 C -0.123
6 C -0.462
7 C -0.632
8 H 0.401
9 H 0.225
10 H 0.391
11 H 0.509
12 H 0.435
13 H 0.248
14 H 0.475
15 H 0.234
16 H 0.213
17 H 0.235
18 H 0.457
19 H 0.228
20 H 0.511

---

6.
Entry from the Open Molecules 2025 dataset: the ion C20H25N2 with charge +1 in a non-equilibrium geometry (ωB97M-V/def2-TZVPD).

Structure (XYZ):
```
47
Properties=species:S:1:pos:R:3
N -1.290 0.244 -0.667
N 2.335 -0.548 2.213
C -5.075 -2.478 -1.760
C 1.623 3.392 -3.515
C 1.086 1.080 -3.017
C -6.108 -1.816 -1.081
C 3.861 -1.475 3.788
C 0.292 0.295 -0.840
C -4.462 -0.485 0.106
C -3.734 -2.123 -1.506
C 1.359 -0.534 1.283
C -1.979 -0.931 -0.085
C 3.443 0.403 2.230
C 1.216 0.455 0.331
C -3.393 -1.159 -0.532
C 1.079 3.780 -2.275
C 0.512 2.807 -1.414
C 2.470 -1.638 3.195
C -5.807 -0.825 -0.139
C 0.561 1.437 -1.788
C 4.420 -0.128 3.289
C 1.662 2.018 -3.870
H -2.043 -0.603 0.955
H 2.175 1.695 -4.792
H 5.407 -0.246 2.826
H 3.796 -1.491 4.878
H -6.611 -0.317 0.419
H -5.297 -3.279 -2.484
H 4.488 -2.300 3.442
H -1.474 1.023 -0.002
H 1.099 0.003 -3.225
H 0.398 -0.661 -1.312
H -2.911 -2.630 -2.048
H 0.082 3.097 -0.441
H 3.908 0.502 1.237
H 2.304 -2.605 2.695
H 4.491 0.605 4.102
H -4.219 0.309 0.840
H 1.674 -1.526 3.951
H 2.059 4.152 -4.201
H 0.678 -1.406 1.285
H 3.072 1.406 2.484
H -7.132 -2.108 -1.249
H -1.697 0.291 -1.731
H -1.449 -1.876 -0.033
H 1.153 4.869 -1.962
H 1.977 1.323 0.419
```

Values from the calculation:
Energy above the lowest of the compared OMol25 structures with the same formula, charge and spin in kJ/mol: 226.6
Highest occupied orbital energy in eV: -10.88
Charge: +1
Orbital gap in hartree: 0.3051
LUMO energy in eV: -2.577

Computed natural (NBO) charges, given in elementary charges:
1 N -0.551
2 N -0.386
3 C -0.197
4 C -0.192
5 C -0.146
6 C -0.182
7 C -0.420
8 C -0.049
9 C -0.200
10 C -0.199
11 C 0.121
12 C -0.262
13 C -0.223
14 C -0.460
15 C -0.096
16 C -0.198
17 C -0.220
18 C -0.204
19 C -0.187
20 C -0.099
21 C -0.411
22 C -0.215
23 H 0.220
24 H 0.234
25 H 0.227
26 H 0.230
27 H 0.235
28 H 0.236
29 H 0.223
30 H 0.445
31 H 0.203
32 H 0.202
33 H 0.216
34 H 0.219
35 H 0.206
36 H 0.202
37 H 0.222
38 H 0.211
39 H 0.196
40 H 0.236
41 H 0.191
42 H 0.201
43 H 0.232
44 H 0.465
45 H 0.239
46 H 0.238
47 H 0.248

---

7.
Entry from the Open Molecules 2025 dataset: an isolated molecule of C4H5N3 in a non-equilibrium geometry (ωB97M-V/def2-TZVPD).

Structure (XYZ):
```
12
Properties=species:S:1:pos:R:3
N -1.212 -1.605 -1.507
N 0.589 -1.023 0.182
N -1.228 0.331 -0.909
C 1.295 -0.229 0.934
C 0.909 1.118 1.256
C -0.523 -0.574 -0.456
C -0.225 1.529 0.633
H -2.185 -1.486 -1.839
H 2.235 -0.653 1.303
H -0.590 2.541 0.793
H 1.554 1.688 1.942
H -0.619 -1.635 -2.331
```

Values from the calculation:
Energy above the lowest of the compared OMol25 structures with the same formula, charge and spin in kJ/mol: 621.9
Highest occupied orbital energy (alpha / beta) in eV: -8.39 / -8.39
Orbital gap (alpha / beta) in hartree: 0.2929 / 0.2928
LUMO energy (alpha / beta) in eV: -0.422 / -0.421

Computed natural (NBO) charges, given in elementary charges:
1 N -0.829
2 N -0.508
3 N -0.222
4 C 0.196
5 C -0.438
6 C 0.524
7 C -0.080
8 H 0.390
9 H 0.199
10 H 0.182
11 H 0.227
12 H 0.361

---

8.
Entry from the Open Molecules 2025 dataset: a cluster of 10 separate species, C4H29NO10S in total in a non-equilibrium geometry (ωB97M-V/def2-TZVPD).

Structure (XYZ):
```
45
Properties=species:S:1:pos:R:3
S -1.199 -2.698 0.028
O -0.229 -2.285 -3.668
O -2.924 2.712 -0.146
O 0.747 0.128 3.612
O 2.723 0.991 -2.140
O -3.294 0.923 1.885
O 0.158 3.166 -1.470
O 2.652 -3.304 0.518
O 2.938 -2.016 -1.843
O -0.412 2.305 1.863
O -1.808 -0.384 3.812
N -0.119 0.393 -2.147
C -1.332 -0.906 0.138
C 0.841 -0.177 -1.169
C 0.059 -0.302 0.128
C 2.095 0.613 -0.897
H 1.742 1.595 -0.319
H 1.094 -1.212 -1.531
H 2.771 -2.350 -0.959
H -3.076 1.043 1.000
H 0.664 -2.207 -3.212
H 0.433 3.815 -0.692
H -0.091 1.718 2.606
H 0.705 -0.344 2.808
H -2.869 3.595 0.156
H -1.960 -0.578 1.026
H 2.130 -3.849 0.988
H 3.204 -2.593 -2.421
H -0.122 -0.095 3.996
H 0.103 0.731 0.559
H -4.122 1.359 1.925
H -2.069 2.646 -0.736
H 3.227 0.252 -2.601
H -0.769 1.165 -1.739
H -2.263 0.261 3.228
H 0.358 0.868 -2.884
H 2.811 -2.668 1.068
H -2.236 -1.189 3.586
H -0.547 -1.389 -3.454
H 2.768 0.138 -0.142
H -1.879 -0.579 -0.782
H 0.882 2.417 -1.364
H -1.307 2.123 1.961
H 0.645 -1.041 0.800
H -1.123 -2.792 -1.375
```

Values from the calculation:
Energy above the lowest of the compared OMol25 structures with the same formula, charge and spin in kJ/mol: 283.3
Highest occupied orbital energy in eV: -9.10
Orbital gap in hartree: 0.3399
LUMO energy in eV: 0.148

Computed natural (NBO) charges, given in elementary charges:
1 S -0.092
2 O -0.953
3 O -0.978
4 O -0.968
5 O -0.759
6 O -0.968
7 O -0.987
8 O -0.908
9 O -0.978
10 O -0.963
11 O -0.976
12 N -0.883
13 C -0.561
14 C -0.128
15 C -0.448
16 C -0.066
17 H 0.160
18 H 0.222
19 H 0.504
20 H 0.501
21 H 0.466
22 H 0.486
23 H 0.493
24 H 0.459
25 H 0.478
26 H 0.235
27 H 0.478
28 H 0.467
29 H 0.500
30 H 0.249
31 H 0.488
32 H 0.503
33 H 0.503
34 H 0.368
35 H 0.506
36 H 0.379
37 H 0.458
38 H 0.480
39 H 0.489
40 H 0.192
41 H 0.238
42 H 0.492
43 H 0.465
44 H 0.184
45 H 0.176